104
Properties=species:S:1:pos:R:3:forces:R:3 method="wB97M-V/def2-TZVPD" lumo_energy_ev="-9.679 / -9.679" homo_lumo_gap_ev="5.383 / 5.382" e_tot_ev=-105778.8021 charge=+3
Ti 0.115766 -1.203773 -0.501635 0.044 1.561 -0.877
O -0.825745 -5.086829 3.162037 -0.089 -0.247 -0.142
C -0.313964 -4.073026 3.839867 0.099 0.371 0.078
C -0.059753 -4.283353 5.201074 -0.039 -0.076 -0.016
C 0.434288 -3.272950 5.986789 -0.010 -0.006 -0.106
C 0.706002 -2.004725 5.444888 0.046 0.114 0.047
C 0.492243 -1.784619 4.115028 0.021 0.025 -0.030
C -0.012280 -2.803498 3.272879 0.050 0.127 0.079
C -0.181697 -2.540482 1.879112 -0.526 -1.366 -0.092
O 0.204421 -1.400206 1.320824 -0.023 0.005 0.445
N -0.723234 -3.451337 1.079013 0.084 -0.106 0.762
N -0.759063 -2.986892 -0.183170 -0.135 -0.709 -0.066
C -1.276415 -3.672290 -1.141114 -0.046 0.030 0.309
C -1.218534 -3.078900 -2.457298 -0.103 0.044 -0.525
C -1.694310 -3.758871 -3.572520 0.017 -0.055 0.383
C -1.555444 -3.191190 -4.825568 0.132 0.233 -0.112
C -0.906268 -1.967602 -4.919125 -0.171 -0.295 -0.063
C -0.468518 -1.347731 -3.763453 0.112 0.282 0.144
N -0.636095 -1.852265 -2.533933 -0.450 -0.353 0.001
H -0.983308 -4.837785 2.231868 0.036 0.036 0.048
H -0.270360 -5.264372 5.604857 -0.022 0.016 0.009
H 0.615153 -3.456756 7.037351 0.001 -0.005 0.003
H 1.086394 -1.217031 6.080080 -0.001 -0.011 -0.006
H 0.698535 -0.815488 3.678489 0.015 -0.013 0.023
H -1.729728 -4.642713 -0.968982 0.019 -0.016 0.066
H -2.159294 -4.727428 -3.443089 0.000 0.002 -0.005
H -1.925276 -3.696122 -5.707640 0.002 -0.002 -0.004
H -0.741812 -1.492788 -5.876072 0.018 0.020 0.015
H 0.052860 -0.404210 -3.845035 -0.028 0.014 0.106
C 3.617894 1.017211 0.607437 -0.206 0.002 -0.151
C 3.865606 2.121730 -0.360972 0.159 -0.063 -0.052
C 2.810557 1.535066 -2.156512 -0.124 0.007 -0.511
C 2.021202 0.337036 -1.707803 -0.086 -0.721 -0.073
N 1.417634 0.512561 -0.358830 0.850 0.081 0.343
C 2.531400 0.259122 0.607468 0.345 -0.038 0.466
C 2.286287 -0.992882 -2.047468 -0.115 0.928 0.213
C 3.128046 -1.381400 -3.122770 0.243 -0.284 -0.309
C 3.482142 -2.692491 -3.257073 0.028 0.683 -0.147
C 3.005614 -3.643582 -2.330506 -0.615 -0.121 0.695
C 2.124849 -3.242479 -1.363537 0.707 -1.246 -0.379
N 1.712410 -1.958959 -1.241549 0.725 0.424 -0.173
H 4.419719 0.780781 1.297100 -0.049 -0.059 0.033
H 4.523132 2.884706 0.048156 -0.049 0.041 -0.001
H 2.634619 1.815047 -3.196322 -0.025 0.061 0.036
H 2.407312 -0.599640 1.247410 -0.119 0.056 0.078
H 3.502905 -0.624585 -3.799908 0.005 -0.014 0.024
H 4.145856 -3.002419 -4.053383 0.001 0.031 -0.008
H 3.313740 -4.677269 -2.393933 -0.063 0.002 0.064
H 1.711077 -3.949245 -0.655944 -0.006 0.012 0.009
C -0.905626 1.787448 -2.353173 -0.136 -0.049 -0.003
C -0.322189 2.785065 -1.333989 0.034 -0.215 0.129
P 1.049514 2.211365 -0.267066 0.406 0.414 -0.199
C 2.597774 2.662259 -1.095561 -0.229 0.003 0.124
C 2.735110 4.064750 -1.601894 -0.026 0.010 0.004
C 3.756604 4.484996 -2.353647 -0.156 0.062 0.057
C 4.910737 3.709815 -2.800550 0.180 -0.181 -0.086
C 5.175338 2.425666 -2.539726 -0.007 0.112 0.010
C 4.319089 1.505178 -1.731504 -0.024 -0.045 0.065
C 0.889068 2.832152 1.394999 -0.020 -0.163 -0.167
C 1.020662 2.069166 2.556341 -0.012 0.098 -0.057
C 0.923793 2.692236 3.787737 -0.007 -0.059 0.009
C 0.705353 4.063180 3.864443 -0.001 -0.023 -0.002
C 0.555457 4.817113 2.708670 -0.021 0.081 0.062
C 0.641310 4.206296 1.469663 0.004 -0.080 -0.095
C -2.170180 1.065770 -1.869671 0.300 0.026 0.140
P -1.905485 0.377489 -0.168740 -1.767 0.314 -0.787
C -2.847360 1.584867 0.848173 0.552 0.179 0.291
C -2.354582 2.153967 2.015819 -0.013 -0.072 -0.029
C -3.143052 3.033784 2.747985 -0.016 0.023 0.043
C -4.425139 3.336791 2.322118 0.022 -0.010 0.034
C -4.932567 2.740704 1.173068 -0.042 -0.025 -0.053
C -4.154779 1.863372 0.439772 0.054 0.014 -0.045
C -3.069920 -1.016999 0.055933 0.154 -0.026 0.045
C -3.215778 -1.421858 1.386948 0.043 -0.043 -0.065
C -4.101724 -2.430934 1.718812 0.040 -0.010 0.011
C -4.852851 -3.041214 0.721334 0.001 -0.023 0.041
C -4.721158 -2.631980 -0.598591 -0.056 -0.048 -0.140
C -3.833547 -1.620131 -0.937222 0.124 0.085 -0.097
H -0.133932 1.062479 -2.614978 -0.029 0.076 -0.058
H -1.150667 2.332076 -3.264901 0.056 0.029 -0.011
H -1.094730 3.179251 -0.668828 0.008 0.024 0.001
H 0.114750 3.632489 -1.869339 0.039 0.017 0.063
H 1.968560 4.778293 -1.321726 0.049 0.069 -0.030
H 3.748113 5.521697 -2.667791 -0.023 0.011 0.054
H 5.633711 4.254876 -3.394128 -0.013 0.006 0.001
H 6.097876 2.000671 -2.916219 -0.015 0.031 -0.060
H 4.765438 0.514236 -1.660372 -0.032 0.010 0.010
H 1.173539 1.002745 2.494791 0.037 -0.017 0.064
H 1.020756 2.107911 4.693232 0.005 0.009 0.000
H 0.649253 4.542963 4.832621 -0.011 0.013 -0.011
H 0.374029 5.881328 2.774373 0.005 -0.005 -0.019
H 0.515537 4.798751 0.569893 0.000 0.053 0.047
H -2.426527 0.270159 -2.569256 0.001 0.006 0.021
H -2.998696 1.770289 -1.842957 -0.075 -0.055 0.005
H -1.373640 1.890539 2.378530 0.030 0.039 0.006
H -2.753997 3.477070 3.655395 -0.001 -0.031 0.006
H -5.042106 4.017649 2.892916 0.012 0.011 -0.008
H -5.943535 2.954044 0.852075 0.005 -0.013 0.006
H -4.581432 1.375866 -0.428493 -0.020 0.037 -0.011
H -2.648505 -0.919816 2.164925 -0.030 -0.050 0.056
H -4.214741 -2.736405 2.750920 -0.006 0.014 -0.011
H -5.559212 -3.819453 0.978109 0.009 -0.007 -0.014
H -5.332193 -3.088729 -1.367109 0.000 0.017 0.011
H -3.758086 -1.294369 -1.968748 -0.043 -0.042 0.012

=====

35
Properties=species:S:1:pos:R:3:forces:R:3 method="wB97M-V/def2-TZVPD" spin_multiplicity=6 lumo_energy_ev="-2.785 / -6.757" homo_lumo_gap_ev="5.909 / 5.250" e_tot_ev=-32381.3535 relative_energy_kj_mol=2.04 charge=+1 s_squared=8.80
C -0.210547 0.109448 -4.524583 0.990 -0.682 -2.084
C -1.168128 -0.802263 -5.200247 0.796 0.544 0.545
C -0.645746 -2.104220 -5.222791 0.825 -0.196 0.541
C 0.615785 -2.146237 -4.586092 -1.068 0.168 -0.091
C 0.992663 -0.809353 -4.116365 -0.568 1.261 -1.497
Ir 0.105211 0.221332 -2.581664 -0.150 -1.523 1.448
P -0.431017 2.315227 -2.073157 -0.421 2.436 -0.612
H -0.029013 1.126925 -4.884610 -0.320 -0.325 -0.542
H -2.111366 -0.453541 -5.613091 0.214 -0.238 0.099
H -1.149091 -2.961750 -5.672838 0.189 0.277 0.252
H 2.037736 -0.456781 -4.104385 -0.485 -0.396 -0.273
H 1.231076 -3.019933 -4.400564 -0.155 0.066 -0.266
H -1.605987 2.563872 -1.293347 0.518 -0.051 -0.128
H -0.765559 3.146624 -3.183330 0.129 -0.105 0.452
H 0.550527 3.144966 -1.442158 -0.566 -0.229 -0.085
N -0.349518 1.849293 7.838105 0.128 -0.437 -1.132
C -0.250618 1.431599 6.748427 -0.040 -0.082 -0.300
C -0.144873 0.926373 5.410671 -0.622 1.730 3.355
C -0.914736 1.508217 4.387272 -1.237 0.301 -3.756
C -0.855160 1.001868 3.091630 -1.649 2.959 2.610
C -0.010912 -0.085837 2.837110 0.458 -1.526 -2.794
C 0.753522 -0.682259 3.848151 1.058 -0.126 3.637
C 0.701034 -0.156107 5.136712 2.078 -3.347 -2.542
N 0.161940 -0.516035 1.510320 0.036 0.482 0.623
C 0.880492 -1.629540 1.066053 -0.024 -0.011 -0.306
C 0.934625 -1.565224 -0.289035 -0.615 1.308 0.511
N 0.277667 -0.388480 -0.684340 -0.004 -1.460 1.606
C -0.207078 0.195409 0.405981 0.445 -0.353 0.216
H -1.563530 2.355571 4.604997 0.175 -0.264 -0.030
H -1.464273 1.455828 2.305976 0.188 -0.204 0.462
H 1.406845 -1.524635 3.615923 -0.204 0.360 0.286
H 1.323533 -0.595343 5.923377 -0.331 0.232 -0.343
H 1.276910 -2.372108 1.729663 -0.041 -0.007 0.083
H 1.388905 -2.210259 -1.014361 0.067 -0.151 -0.007
H -0.761309 1.127356 0.426598 0.207 -0.411 0.061

=====

97
Properties=species:S:1:pos:R:3:forces:R:3 method="wB97M-V/def2-TZVPD" lumo_energy_ev=0.484 homo_lumo_gap_ev=7.018 e_tot_ev=-93526.6057 relative_energy_kj_mol=0.00 charge=0
Ca 0.916962 1.152886 -0.351796 0.114 -0.123 -0.117
C 2.941953 0.651608 -2.627218 -0.065 0.011 -0.083
Si 4.180149 0.648970 -1.200256 -0.073 0.075 0.111
C 5.389777 2.065425 -1.450572 0.092 0.020 -0.073
C 5.119575 -0.988586 -1.265927 0.020 -0.041 -0.002
N 3.193082 0.827240 0.186992 0.127 -0.113 0.009
C 3.567033 0.924043 1.480241 0.203 0.260 0.203
C 4.893977 0.888792 1.979168 0.017 0.047 -0.098
C 5.195950 1.027916 3.327989 0.049 -0.113 -0.007
C 4.196050 1.167987 4.277625 -0.083 0.042 0.030
C 2.866764 1.178209 3.844220 0.094 0.159 -0.172
C 2.584914 1.071051 2.499200 -0.193 0.011 0.041
O 1.249328 1.039800 2.027050 0.063 0.078 0.155
C 0.246452 1.573994 2.832387 0.138 -0.039 -0.053
C 0.081356 2.949022 2.900749 -0.004 -0.066 -0.012
C -0.967510 3.454651 3.653573 0.014 0.011 -0.018
C -1.832675 2.596506 4.322114 -0.037 0.051 0.014
C -1.656890 1.223919 4.236822 0.015 -0.059 -0.011
C -0.609235 0.704606 3.485835 0.065 -0.074 0.010
H 3.432724 0.570337 -3.602640 -0.019 -0.003 0.096
H 2.359757 1.585667 -2.655400 0.064 -0.084 0.006
H 2.257467 -0.205736 -2.544326 0.070 0.095 -0.005
H 5.976338 1.929375 -2.367777 -0.062 0.030 0.104
H 6.093682 2.155093 -0.614833 -0.099 -0.008 -0.119
H 4.846856 3.014014 -1.531310 0.057 -0.108 0.022
H 5.571383 -1.141612 -2.252884 -0.025 0.054 0.083
H 4.428633 -1.825094 -1.098690 0.109 0.081 -0.023
H 5.930445 -1.042973 -0.527682 -0.150 -0.008 -0.072
H 5.710800 0.785024 1.267019 -0.146 0.005 0.077
H 6.237304 1.017854 3.635326 -0.081 0.006 -0.012
H 4.430616 1.280373 5.330265 -0.036 -0.020 -0.108
H 2.058421 1.292052 4.553269 -0.048 -0.002 0.052
H 0.755337 3.592419 2.349462 -0.007 0.012 0.004
H -1.117006 4.525059 3.710776 0.011 -0.010 -0.008
H -2.649021 3.002825 4.905760 0.012 -0.013 -0.006
H -2.335190 0.556202 4.754749 0.027 0.005 -0.021
H -0.438933 -0.363170 3.388127 -0.026 0.065 0.020
O -1.028051 0.279529 -1.077922 -0.049 0.070 0.033
P -2.306096 -0.311460 -1.564959 0.019 0.112 0.092
N -2.199115 -1.635234 -2.528085 -0.155 -0.031 -0.126
C -2.007910 -3.005365 -2.002210 0.062 0.050 -0.088
C -1.393230 -3.756537 -3.182425 0.025 0.039 -0.029
C -0.576091 -2.680183 -3.900754 -0.047 -0.057 0.073
C -1.483009 -1.456610 -3.813897 0.003 -0.068 0.123
N -3.081262 0.836810 -2.456679 -0.023 -0.054 -0.160
C -4.239243 0.537394 -3.317313 0.050 0.058 0.016
C -4.234356 1.655890 -4.375328 0.038 0.011 0.024
C -2.807145 2.210770 -4.331380 -0.045 0.008 -0.034
C -2.471848 2.121070 -2.850335 -0.040 -0.049 0.096
N -3.199504 -0.814571 -0.272198 -0.083 -0.028 0.019
C -3.228795 0.111142 0.886358 -0.080 -0.024 -0.118
C -4.413801 -0.384745 1.702366 0.012 -0.108 -0.044
C -5.405427 -0.813144 0.617325 0.048 -0.002 0.024
C -4.505069 -1.496321 -0.414051 0.062 0.073 0.070
H -2.958277 -3.441104 -1.690687 0.007 0.041 -0.029
H -1.325823 -2.997461 -1.151148 0.027 -0.011 0.035
H -2.181970 -4.125672 -3.842957 0.005 -0.002 -0.002
H -0.798691 -4.608390 -2.855270 0.021 0.022 -0.005
H -0.324955 -2.939575 -4.928365 -0.014 -0.005 -0.003
H 0.353582 -2.487490 -3.360860 -0.013 -0.025 0.037
H -2.190712 -1.419457 -4.647858 -0.035 -0.035 0.010
H -0.913037 -0.526602 -3.817322 0.009 0.035 0.001
H -5.175844 0.536835 -2.750731 0.041 0.020 -0.001
H -4.126756 -0.452852 -3.767102 0.003 0.025 0.001
H -4.938224 2.439004 -4.087927 0.004 0.007 0.002
H -4.533722 1.289765 -5.356209 0.022 -0.008 -0.014
H -2.731807 3.226998 -4.719078 -0.019 -0.031 0.015
H -2.124494 1.577136 -4.904415 -0.037 -0.004 0.012
H -2.937592 2.944387 -2.300362 -0.012 0.017 0.005
H -1.410953 2.138783 -2.614740 0.012 -0.019 -0.018
H -3.403656 1.143993 0.558270 0.031 -0.014 -0.008
H -2.284163 0.088819 1.422955 0.019 -0.047 0.014
H -4.800523 0.377851 2.376239 -0.020 0.019 -0.018
H -4.115134 -1.250240 2.302830 -0.032 0.029 -0.035
H -5.882730 0.066985 0.178907 0.035 0.010 0.007
H -6.190660 -1.475319 0.980131 0.002 0.001 0.004
H -4.892474 -1.418998 -1.430951 -0.002 -0.007 0.010
H -4.398930 -2.559793 -0.182134 0.031 0.012 0.013
C 0.501528 3.533836 -0.845528 -0.029 0.190 -0.058
H 1.349279 4.163396 -0.517919 -0.091 -0.083 -0.012
H -0.389719 3.965124 -0.352323 0.089 -0.083 -0.039
H 0.373463 3.781116 -1.916326 0.019 -0.055 0.110
C -0.195986 -3.111651 2.338389 0.062 -0.068 0.072
N 1.138792 -2.574400 2.331721 -0.024 0.014 0.093
C 2.020758 -2.698686 3.489490 -0.091 -0.052 -0.122
C 3.338349 -2.103450 2.984254 0.013 -0.103 -0.157
N 3.113991 -2.062409 1.539821 -0.041 -0.222 0.207
C 1.825317 -2.249208 1.217610 0.159 0.127 0.074
S 1.201260 -2.080770 -0.330261 -0.221 -0.076 -0.093
H -0.709047 -2.803587 3.250224 -0.015 0.029 0.015
H -0.187809 -4.205278 2.298908 -0.006 -0.031 0.012
H -0.727125 -2.734579 1.471277 -0.094 0.066 -0.099
H 2.126364 -3.747698 3.779362 -0.024 -0.057 -0.014
H 1.618666 -2.146305 4.337284 -0.056 0.029 0.085
H 4.185394 -2.738814 3.229086 0.084 -0.017 -0.009
H 3.511206 -1.108403 3.382335 0.050 0.005 0.000
H 3.666162 -1.490001 0.925439 0.125 0.126 -0.088

=====

- Look up the charge of the third one.
  0

=====

- Which of these has the lowest charge?
  C32H53CaN6O2PSSi